Entry 1:
{
  "formula": "C20H21BMgN6",
  "method": "the ωB97M-V functional and the def2-TZVPD basis",
  "elements": ["Mg", "N", "N", "N", "N", "N", "N", "C", "C", "C", "C", "C", "C", "C", "C", "C", "C", "C", "C", "C", "C", "C", "C", "C", "C", "C", "C", "B", "H", "H", "H", "H", "H", "H", "H", "H", "H", "H", "H", "H", "H", "H", "H", "H", "H", "H", "H", "H", "H"],
  "coordinates": [[1.014, 0.588, 0.048], [-0.068, 1.889, -1.129], [-0.884, 1.674, -2.247], [-3.554, -0.301, -1.811], [-0.336, -0.890, -2.428], [-2.795, -0.087, -2.955], [0.510, -0.849, -1.321], [-0.308, 3.832, -2.240], [1.378, -1.887, -1.438], [-4.790, -0.642, -2.218], [5.269, -0.008, 3.480], [4.979, -0.113, 2.101], [-1.039, 2.851, -2.900], [3.684, 0.062, 1.624], [-3.334, -2.509, 2.007], [0.009, -1.949, -3.204], [1.093, -2.593, -2.619], [-4.857, -0.643, -3.636], [4.246, 0.230, 4.393], [1.280, 0.511, 2.142], [1.865, 0.621, 4.878], [0.261, 3.207, -1.118], [2.914, 0.359, 3.959], [0.272, 0.770, 3.036], [2.612, 0.287, 2.531], [0.569, 0.816, 4.440], [-3.571, -0.290, -4.054], [-1.255, 0.289, -2.897], [-0.974, 0.426, -4.086], [-0.169, 4.853, -2.544], [-4.334, -2.392, 2.349], [2.160, -2.058, -0.706], [-1.625, 2.902, -3.808], [0.877, 3.635, -0.335], [-0.495, -2.143, -4.141], [3.499, 0.038, 0.542], [6.293, -0.108, 3.828], [5.788, -0.326, 1.399], [-3.163, -3.547, 1.704], [1.632, -3.436, -3.006], [-2.633, -2.256, 2.810], [2.128, 0.675, 5.937], [-3.158, -0.175, -5.043], [-0.754, 0.954, 2.703], [-3.150, -1.853, 1.149], [4.452, 0.326, 5.462], [-5.709, -0.868, -4.253], [-5.598, -0.885, -1.538], [-0.228, 1.014, 5.157]],
  "atomic_forces_ev_per_a": [[-1.2, -0.2, 0.1], [-0.5, 1.0, -0.8], [1.0, 0.6, 1.1], [-0.1, -0.1, -0.6], [1.3, -0.2, 1.1], [-0.5, -0.1, 1.5], [0.1, -1.1, -1.1], [-0.1, -0.1, 0.3], [-1.3, 0.5, -1.1], [1.4, 0.4, -1.0], [-0.7, 0.1, 0.4], [-0.5, 0.1, -0.4], [0.7, -0.5, 0.8], [0.6, -0.1, 0.9], [1.1, -0.1, -0.4], [0.4, 0.7, 0.9], [0.0, 0.1, 0.3], [1.0, 0.2, 0.2], [0.8, -0.2, -0.4], [-0.5, 0.2, -2.0], [-0.6, 0.1, -0.2], [-0.9, -1.0, -1.2], [-0.2, 0.0, -1.1], [0.5, 0.0, 1.1], [0.6, 0.2, 2.0], [0.3, -0.1, -0.3], [-0.5, -0.1, 0.6], [-0.8, -0.3, -1.4], [-0.2, 0.0, 0.4], [-0.2, 0.1, 0.0], [-0.8, 0.1, 0.3], [-0.2, 0.0, 0.0], [0.1, 0.0, 0.1], [-0.1, -0.2, -0.1], [0.0, 0.1, 0.2], [0.0, -0.1, 0.2], [-0.1, 0.0, -0.1], [-0.2, 0.1, 0.2], [-0.1, 0.2, 0.1], [0.0, -0.2, 0.0], [-0.1, 0.0, -0.1], [-0.2, 0.0, -0.3], [0.0, 0.0, 0.0], [0.3, -0.1, 0.1], [-0.1, -0.1, 0.2], [0.1, -0.1, -0.3], [0.0, 0.0, -0.1], [0.3, 0.1, 0.1], [0.2, 0.0, -0.1]],
  "lumo_ev": 0.02,
  "gap_ev": 8.0915,
  "de_lowest_kcal_mol": 10.76
}


Entry 2:
{
  "formula": "C20H21BNO7Pt",
  "method": "the ωB97M-V functional and the def2-TZVPD basis",
  "elements": ["Pt", "O", "O", "O", "O", "O", "O", "O", "N", "C", "C", "C", "C", "C", "C", "C", "C", "C", "C", "C", "C", "C", "C", "C", "C", "C", "C", "C", "C", "B", "H", "H", "H", "H", "H", "H", "H", "H", "H", "H", "H", "H", "H", "H", "H", "H", "H", "H", "H", "H", "H"],
  "coordinates": [[-1.221, -1.297, 1.005], [-7.299, -2.697, 1.897], [-3.315, -1.522, 2.988], [1.424, -0.364, -0.514], [-1.981, -4.369, 3.285], [-7.892, -0.713, 0.964], [-0.528, -2.871, 2.369], [0.389, 1.342, 0.607], [-3.046, -1.211, -0.168], [3.343, 0.958, -1.330], [-7.132, -1.656, 1.230], [2.159, 0.775, -0.648], [5.004, 3.619, -3.110], [1.533, 1.806, 0.031], [-2.584, -2.204, 2.187], [5.233, 2.531, -2.051], [-5.204, -0.277, 0.256], [-3.869, -0.169, -0.112], [-3.508, -2.452, 0.235], [6.279, 3.021, -1.041], [-1.690, -3.355, 2.698], [5.797, 1.296, -2.756], [-4.829, -2.603, 0.632], [-4.156, -2.209, 3.963], [-5.684, -1.502, 0.683], [2.075, 3.071, 0.052], [3.918, 2.233, -1.326], [3.273, 3.262, -0.635], [-2.783, -3.642, -0.350], [0.292, -0.040, 0.284], [-5.187, -3.563, 0.983], [3.712, 4.253, -0.627], [1.591, 3.880, 0.582], [7.228, 3.226, -1.545], [6.453, 2.265, -0.273], [-5.870, 0.573, 0.230], [-5.042, -2.571, 3.439], [4.650, 4.546, -2.659], [3.795, 0.121, -1.843], [6.012, 0.494, -2.048], [-2.932, -4.527, 0.269], [-3.430, 0.788, -0.368], [-1.714, -3.460, -0.448], [-3.609, -3.031, 4.420], [5.935, 3.834, -3.641], [6.730, 1.559, -3.259], [5.106, 0.915, -3.510], [4.258, 3.294, -3.838], [5.956, 3.936, -0.543], [-4.435, -1.455, 4.691], [-3.202, -3.834, -1.338]],
  "atomic_forces_ev_per_a": [[-0.8, -0.4, 0.1], [0.0, 0.1, 0.0], [-1.0, -0.2, -0.2], [0.0, 0.0, 0.0], [0.1, 0.0, -0.1], [0.0, -0.1, 0.0], [0.1, 0.2, 0.1], [0.0, 0.0, 0.0], [0.4, 0.2, 0.3], [0.0, 0.0, 0.0], [0.1, 0.0, 0.1], [0.0, 0.0, 0.0], [0.0, 0.0, 0.0], [0.0, 0.0, 0.0], [1.7, 0.5, 1.0], [0.0, 0.0, 0.0], [0.0, -0.1, 0.0], [0.1, 0.0, 0.2], [-0.9, 0.1, -2.2], [0.0, 0.0, 0.0], [-0.2, -0.1, 0.0], [0.0, 0.0, 0.0], [0.0, 0.1, 0.5], [0.1, 0.0, 0.1], [-0.1, -0.1, 0.1], [0.0, 0.0, 0.0], [0.0, 0.0, 0.0], [0.0, 0.0, 0.0], [0.2, -0.1, 0.5], [0.0, -0.2, -0.2], [-0.1, 0.0, -0.1], [0.0, 0.0, 0.0], [0.0, 0.0, 0.0], [0.0, 0.0, 0.0], [0.0, 0.0, 0.0], [0.0, 0.0, 0.0], [0.0, 0.0, 0.0], [0.0, 0.0, 0.0], [0.0, 0.0, 0.0], [0.0, 0.0, 0.0], [0.0, 0.0, 0.0], [0.0, 0.0, 0.0], [0.0, 0.0, 0.0], [0.0, 0.0, 0.0], [0.0, 0.0, 0.0], [0.0, 0.0, 0.0], [0.0, 0.0, 0.0], [0.0, 0.0, 0.0], [0.0, 0.0, 0.0], [0.0, 0.0, 0.0], [0.0, 0.0, 0.0]],
  "lumo_ev": 1.42,
  "total_charge": -1,
  "gap_ev": 6.9502,
  "de_lowest_kcal_mol": 87.78
}


Entry 3:
{
  "formula": "C20H21Br2F6O16S",
  "method": "the ωB97M-V functional and the def2-TZVPD basis",
  "elements": ["Br", "Br", "S", "F", "F", "F", "F", "F", "F", "O", "O", "O", "O", "O", "O", "O", "O", "O", "O", "O", "O", "O", "O", "O", "O", "C", "C", "C", "C", "C", "C", "C", "C", "C", "C", "C", "C", "C", "C", "C", "C", "C", "C", "C", "C", "H", "H", "H", "H", "H", "H", "H", "H", "H", "H", "H", "H", "H", "H", "H", "H", "H", "H", "H", "H", "H"],
  "coordinates": [[1.505, 1.100, 7.439], [1.663, -0.679, 3.213], [3.572, 0.928, 5.062], [3.637, 4.478, 4.729], [3.563, -2.086, -9.335], [-0.790, -3.068, 1.298], [1.319, -0.880, -4.518], [0.542, 2.982, 1.634], [-2.431, 1.140, -3.134], [-1.176, -1.281, -0.871], [-1.043, 4.005, 0.380], [1.023, -1.638, -1.175], [5.179, -2.338, -5.210], [-5.214, 0.899, -1.115], [4.748, -2.104, -7.411], [-5.189, -1.299, -0.660], [-3.717, -0.420, -2.126], [3.375, -3.319, -6.122], [-3.108, 4.483, -0.425], [-2.871, 3.458, 1.554], [5.474, 3.392, 4.213], [-1.854, -1.674, 2.720], [-3.408, -0.261, 3.524], [-0.207, -0.816, -2.850], [-3.904, -1.643, 1.823], [2.766, -3.236, -7.418], [-0.215, -1.250, -1.564], [4.502, -2.563, -6.153], [1.148, -0.599, -3.207], [-3.713, 0.805, -2.837], [-3.101, -1.110, 2.752], [1.951, 0.528, 5.699], [-3.097, -2.523, 1.008], [-0.608, 3.712, 1.693], [-4.755, -0.367, -1.243], [-1.961, -2.861, 1.946], [-0.277, -0.498, 5.379], [1.100, -0.149, 4.943], [4.147, 2.436, 5.913], [-1.756, 2.901, 2.248], [-2.412, 4.030, 0.413], [1.877, -1.586, -2.329], [-4.326, 1.756, -1.840], [3.939, -2.865, -8.294], [4.478, 3.476, 4.871], [-0.413, 4.645, 2.225], [-0.766, -1.090, 4.619], [-3.661, -3.400, 0.703], [1.408, 0.446, -3.027], [5.016, 2.162, 6.489], [-1.663, 1.841, 2.000], [3.366, 2.746, 6.597], [3.349, 1.271, 3.769], [-4.278, 0.694, -3.764], [2.879, -1.261, -2.061], [-0.846, 0.423, 5.472], [4.512, -3.714, -8.669], [-2.151, -3.710, 2.606], [1.934, -2.574, -2.786], [2.312, -4.183, -7.696], [-2.763, -1.984, 0.116], [-4.864, 2.574, -2.311], [2.000, -2.460, -7.412], [-0.279, -0.997, 6.339], [-3.592, 2.168, -1.151], [-1.875, 3.006, 3.323]],
  "atomic_forces_ev_per_a": [[0.2, -0.1, -0.3], [-0.2, 0.0, 0.2], [0.7, -0.9, 0.5], [-0.5, -0.1, 0.3], [0.1, 0.0, 0.0], [0.0, 0.0, 0.2], [-0.1, 0.0, -0.1], [0.0, 0.1, 0.0], [-0.1, 0.0, 0.0], [0.2, 0.2, 0.0], [-0.1, 0.2, 0.4], [0.0, 0.1, -0.2], [0.1, 0.1, 0.2], [0.2, -0.1, -0.2], [0.0, -0.4, 0.0], [-0.1, -0.3, 0.0], [-0.4, 0.1, -0.2], [0.1, 0.1, -0.3], [0.1, 0.0, -0.3], [0.3, 0.0, 0.0], [-1.1, 0.1, 0.5], [-0.1, -0.3, 0.2], [0.2, 0.3, 0.1], [0.2, 0.2, 0.3], [0.6, -0.2, 0.2], [-0.3, -0.3, 0.1], [0.0, -0.1, -0.1], [0.0, 0.1, 0.2], [0.0, -0.3, -0.2], [0.4, 0.0, 0.2], [-0.4, 0.1, -0.1], [0.1, 0.8, 0.2], [-0.3, -0.2, -0.5], [0.0, -0.3, -0.3], [0.0, 0.2, 0.1], [0.1, 0.2, -0.4], [-0.1, 0.1, -0.5], [0.0, -0.3, -0.3], [-1.2, 0.4, -0.1], [-0.1, -0.1, 0.3], [-0.2, -0.1, 0.1], [0.3, -0.1, 0.2], [-0.3, 0.3, 0.0], [-0.1, 0.4, -0.1], [2.3, -0.2, -0.9], [0.2, 0.0, 0.0], [-0.1, -0.2, 0.0], [-0.2, 0.1, 0.2], [0.0, 0.0, -0.1], [0.4, -0.1, -0.1], [0.1, 0.0, -0.1], [-0.2, 0.1, 0.0], [-0.3, 0.4, 0.3], [0.1, 0.0, -0.1], [-0.1, 0.0, 0.2], [-0.2, 0.2, 0.1], [0.0, 0.1, -0.1], [0.1, 0.0, 0.0], [-0.1, 0.1, -0.1], [0.1, -0.1, 0.2], [0.0, -0.3, 0.5], [-0.2, -0.1, 0.1], [0.1, 0.1, -0.1], [0.0, -0.2, 0.2], [0.2, -0.1, -0.1], [-0.2, 0.1, 0.0]],
  "lumo_ev": -3.92,
  "total_charge": 1,
  "gap_ev": 8.9561
}


Entry 4:
{
  "formula": "C20H21BrF5GeN3O5RuTe",
  "method": "the ωB97M-V functional and the def2-TZVPD basis",
  "elements": ["Te", "Ru", "Br", "Ge", "F", "F", "F", "F", "F", "O", "O", "O", "O", "O", "N", "N", "N", "C", "C", "C", "C", "C", "C", "C", "C", "C", "C", "C", "C", "C", "C", "C", "C", "C", "C", "C", "C", "H", "H", "H", "H", "H", "H", "H", "H", "H", "H", "H", "H", "H", "H", "H", "H", "H", "H", "H", "H", "H"],
  "coordinates": [[-1.987, 2.461, 1.766], [0.180, 0.253, 0.095], [2.780, -1.134, 6.802], [1.867, 1.134, -2.768], [-3.380, 3.480, 2.700], [-1.061, 2.797, 3.385], [-2.445, 0.819, 2.788], [-2.275, 2.620, -0.255], [-1.260, 4.167, 1.384], [1.746, -2.445, 0.314], [-0.347, 1.626, 1.272], [1.869, 0.309, 1.092], [1.970, -2.925, -1.775], [0.866, -1.162, -1.234], [-0.699, -1.144, 1.313], [-1.596, -0.071, -0.915], [1.576, -2.224, -0.867], [2.442, -0.659, 5.007], [1.970, -0.011, 2.347], [3.409, 0.078, 4.312], [-1.867, -1.666, 0.856], [-3.785, -3.137, 0.833], [0.812, 1.761, -1.241], [-3.970, -0.868, -2.116], [-0.259, -1.279, 2.580], [1.262, -1.070, 4.428], [3.566, 0.413, -2.104], [-2.002, 0.485, -2.037], [-3.193, 0.115, -2.663], [-4.267, -2.568, -0.318], [3.160, 0.375, 2.997], [-2.346, -1.073, -0.356], [-3.554, -1.510, -0.933], [0.948, 0.010, -4.090], [-2.602, -2.693, 1.436], [0.961, -0.771, 3.087], [2.358, 2.753, -3.801], [1.463, 2.341, -0.582], [-0.031, 2.390, -1.526], [4.320, 0.394, 4.798], [1.467, 3.247, -4.197], [2.903, 3.467, -3.181], [0.543, -1.632, 5.006], [1.679, -0.629, -4.588], [-5.189, -2.916, -0.767], [-1.376, 1.257, -2.454], [-0.906, -1.774, 3.294], [4.231, 1.248, -1.877], [3.409, -0.150, -1.184], [0.199, -0.632, -3.629], [-4.897, -1.174, -2.585], [-2.242, -3.162, 2.340], [2.995, 2.469, -4.644], [3.873, 0.943, 2.415], [0.471, 0.644, -4.841], [4.056, -0.235, -2.832], [-3.483, 0.615, -3.577], [-4.333, -3.952, 1.291]],
  "atomic_forces_ev_per_a": [[-0.1, 1.2, 1.1], [-0.5, 1.7, 0.1], [0.0, 0.0, 0.0], [0.1, 0.6, 0.0], [-0.4, -0.1, -0.3], [0.1, -0.1, 0.1], [-0.3, -0.3, -0.3], [-0.5, -0.2, -0.1], [0.1, 0.1, -0.2], [0.1, 0.1, 0.1], [0.9, -1.2, -0.9], [0.5, -0.1, 0.2], [0.1, 0.1, -0.1], [0.1, 0.1, 0.3], [0.2, -0.6, 0.4], [-0.3, -0.2, 0.0], [-0.4, -0.2, -0.1], [-0.3, -0.1, -0.1], [-0.1, 0.0, -0.2], [0.1, 0.0, 0.0], [0.2, 0.2, 0.0], [0.0, 0.0, 0.0], [0.2, -0.8, -0.1], [0.1, 0.0, 0.0], [0.0, -0.1, 0.0], [0.2, 0.1, 0.2], [-0.1, -0.1, 0.0], [0.0, 0.1, 0.0], [-0.1, 0.0, -0.1], [-0.1, 0.0, 0.0], [0.1, 0.0, 0.0], [0.0, -0.1, 0.0], [0.1, 0.0, 0.0], [-0.1, 0.0, 0.1], [-0.1, 0.0, 0.0], [-0.3, 0.0, -0.4], [0.1, -0.1, 0.0], [0.1, 0.1, -0.1], [0.0, 0.0, 0.1], [0.0, 0.0, 0.0], [0.0, 0.0, 0.0], [0.0, 0.0, 0.0], [0.0, 0.0, 0.0], [0.0, 0.0, 0.0], [0.0, 0.0, 0.0], [0.0, 0.0, 0.0], [0.0, 0.0, 0.0], [0.0, 0.0, 0.0], [0.0, 0.0, 0.0], [0.0, 0.0, 0.0], [0.0, 0.0, 0.0], [0.0, 0.0, 0.0], [0.0, 0.1, 0.0], [0.0, 0.0, 0.0], [0.0, 0.0, 0.0], [0.0, 0.0, 0.0], [0.0, 0.0, 0.0], [0.0, 0.0, 0.0]],
  "s2": 8.807,
  "lumo_ev": [1.77, -0.81],
  "total_charge": -1,
  "gap_ev": [5.2748, 5.1930],
  "de_lowest_kcal_mol": 63.91,
  "spin_multiplicity": 6
}